This record from OMol25 describes a structure of composition C34H27N5O2ReS2. The level of theory is the ωB97M-V functional and the def2-TZVPD basis.

The charge is +2. Its spin multiplicity is 2. For the highest occupied orbital energy (alpha / beta), the calculation gives -13.16 / -13.19 eV.

The geometry in XYZ format:
```
71
Properties=species:S:1:pos:R:3:lowdin_spin:R:1
Re 0.13591 0.19436 0.15031 0.87
S 0.06399 3.79395 -2.81255 0.00
S 2.15070 0.06723 -0.82457 -0.04
O 0.15932 1.49634 1.52458 0.07
O -0.58988 -1.44248 -1.01961 0.03
N -0.39473 1.73756 -1.27954 0.01
N -2.67073 0.89990 1.17878 0.00
N 1.31950 3.19882 -0.56315 0.01
N 0.94479 -1.35943 1.47302 0.00
N -1.92600 0.04446 0.62375 0.02
C -3.06657 1.90094 -4.51548 0.00
C -2.24404 -3.24589 -0.96212 0.00
C 3.95843 -1.94310 -0.55779 -0.01
C -0.41776 3.43166 2.69768 0.00
C -1.36036 1.68811 -2.32449 0.00
C 3.94821 -3.55677 1.20901 -0.01
C -2.05570 2.83051 -4.36120 0.00
C -3.47307 -3.68437 -0.47687 0.00
C -3.17188 2.98791 2.18756 0.00
C 1.03572 -2.83234 3.36483 0.00
C -2.74784 4.11583 2.91522 0.00
C -3.76153 -1.64160 0.77392 0.00
C -5.03180 4.83933 3.17141 0.00
C -1.22189 2.71022 -3.25968 0.00
C 2.75247 -2.99237 1.71419 0.00
C -2.17394 2.05579 1.69098 0.01
C 2.15694 -3.44829 2.90485 0.01
C -4.54442 2.80499 1.95477 0.00
C 0.36609 2.82339 -1.42139 0.01
C -2.39810 0.77820 -2.47710 0.00
C -1.35811 4.30004 3.15994 -0.01
C -3.69675 5.03700 3.40354 0.00
C -0.81390 -1.18960 3.19501 0.00
C -1.79703 -2.00739 -0.55538 0.00
C -3.23960 0.89200 -3.57120 0.00
C 2.14029 -1.91923 1.04266 0.00
C 4.53694 -3.05315 0.08625 0.00
C 0.42953 -1.79476 2.63042 0.01
C -5.45160 3.71338 2.44107 0.00
C -0.18505 -1.83760 -2.36725 0.00
C -4.22603 -2.88831 0.38047 0.00
C 2.79202 -1.39044 -0.09278 0.00
C -2.53833 -1.20159 0.29667 0.00
C -0.81172 2.31474 1.92946 0.00
H 5.45085 -3.48200 -0.29718 0.00
H -5.76148 5.54357 3.54433 0.00
H -1.04435 5.16151 3.73581 0.00
H 0.57581 -3.13943 4.29251 0.00
H -0.72446 -0.10939 3.29029 0.00
H -2.58254 0.00723 -1.75294 0.00
H -3.73415 1.97104 -5.36197 0.00
H 4.44201 -1.50579 -1.42146 0.00
H -1.67347 -1.42319 2.57356 0.00
H -1.92288 3.63341 -5.07242 0.00
H 1.84705 4.03838 -0.73153 0.00
H 1.44070 2.72959 0.31816 0.00
H -6.50620 3.56286 2.25643 0.00
H -5.17710 -3.24447 0.74899 0.00
H -3.35370 5.89792 3.96150 0.00
H -1.06959 -1.84732 -3.00172 0.00
H 0.52044 -1.09024 -2.70997 0.00
H -4.05229 0.18829 -3.68488 0.00
H 2.60906 -4.26494 3.45288 0.00
H -1.66435 -3.86217 -1.63157 0.00
H -4.32731 -1.00886 1.44314 0.00
H 0.63407 3.57571 2.90007 0.00
H -3.83918 -4.65644 -0.77421 0.00
H 0.28198 -2.81836 -2.31135 0.00
H 4.38980 -4.39053 1.73837 0.00
H -4.87924 1.95250 1.38339 0.00
H -1.00469 -1.60193 4.18222 0.00
```



This record from OMol25 describes a structure of composition C34H28BrCl2FN3O3S2Ti. The level of theory is the ωB97M-V functional and the def2-TZVPD basis.

As for the relative energy (zero: lowest compared OMol25 entry of this formula, charge and spin): 75.70 kJ/mol. The charge is +1. For the highest occupied orbital energy, the calculation gives -10.29 eV.

The geometry in XYZ format:
```
75
Properties=species:S:1:pos:R:3:lowdin_charge:R:1
Br -3.58047 -1.05997 0.13579 0.84
Ti 0.44585 -0.04768 -0.29942 0.80
Cl -0.90548 4.07522 2.91017 0.69
Cl 2.45500 0.00730 1.68701 0.80
S 0.17438 2.09976 0.75593 0.72
S 2.45021 1.63182 -2.37224 1.04
F -1.74579 -1.84102 -6.54534 0.06
O -4.19332 -4.54182 -3.60137 0.10
O 2.05680 0.56492 -1.34734 -0.68
O -0.40808 -0.91291 1.00571 -0.28
N 2.14168 -3.99604 -0.08250 0.14
N -1.57145 -2.32714 -1.29901 0.05
N 1.46192 -1.96716 -0.53594 0.00
C -0.61657 -4.37113 3.20849 -0.07
C -1.06291 0.14847 -2.99552 -0.30
C 3.26695 4.34063 0.49365 -0.05
C 0.29862 2.91849 3.35648 -0.68
C -0.00608 -0.34051 -3.76808 -0.07
C -1.12029 -3.16635 -2.23529 -0.12
C -2.88983 -2.27220 -1.15371 -0.70
C 0.36862 -3.11455 1.39286 -0.08
C -1.52308 -1.17791 -5.39271 -0.29
C 4.18930 1.27359 -2.62330 -0.19
C -2.36182 -0.05048 -3.47259 -0.04
C -0.22310 -0.99817 -4.96807 0.00
C 0.26862 -4.28479 2.15530 -0.02
C 2.43786 -2.32341 -1.43718 -0.12
C -0.82788 0.87257 -1.72018 -0.24
C -2.60077 -0.71323 -4.66335 0.01
C 1.91087 5.41072 -1.19106 -0.05
C 3.25252 3.16297 -0.22757 -0.10
C -1.42350 -3.28429 3.52820 -0.05
C -3.31253 -3.85434 -2.86137 -0.31
C 1.73328 2.01011 5.05074 -0.07
C 2.86613 -3.58198 -1.16956 -0.05
C 0.77775 2.01785 2.39303 -0.65
C -0.46304 -2.02805 1.71730 -0.32
C -3.80845 -3.00581 -1.87898 -0.04
C 2.60030 5.46053 0.00909 -0.04
C -1.35245 -2.11959 2.79277 0.00
C 1.29734 -3.00469 0.28342 -0.26
C 1.76401 1.13426 2.83374 -0.61
C -1.93153 -3.93929 -3.03861 0.01
C 2.56830 3.12649 -1.43591 -0.43
C 2.24358 1.10741 4.13001 -0.10
C 1.88502 4.23089 -1.92252 -0.08
C 0.76227 2.91783 4.66106 -0.10
H 3.78230 4.38546 1.44279 0.12
H -0.04333 -3.21144 -2.35531 0.10
H -2.11488 -3.35222 4.35694 0.11
H 2.23159 -4.88310 0.37922 0.16
H -3.74302 -5.06925 -4.26950 0.12
H -4.87068 -2.91235 -1.71369 0.12
H -1.76081 1.10860 -1.20614 0.05
H 1.38502 6.28223 -1.55440 0.12
H 0.35344 3.63090 5.36248 0.11
H -0.32489 1.83172 -1.90835 0.04
H 3.60208 -4.20590 -1.64148 0.12
H 2.75066 -1.65480 -2.21767 0.10
H 1.01336 -0.22214 -3.42734 0.06
H -1.97248 -1.26600 3.01971 0.12
H 1.33235 4.16536 -2.85092 0.12
H 0.59457 -1.37673 -5.56599 0.12
H -3.60576 -0.87079 -5.03027 0.13
H 3.00487 0.39229 4.40659 0.11
H 3.72901 2.27128 0.16086 0.10
H 2.61142 6.37702 0.58261 0.12
H 2.09303 2.00644 6.06949 0.11
H -3.20080 0.31908 -2.89660 0.12
H -1.50031 -4.58303 -3.79393 0.12
H 4.26107 0.29411 -3.09061 0.06
H 0.88383 -5.14648 1.93038 0.11
H 4.59176 2.03371 -3.29109 0.08
H -0.67935 -5.28240 3.78542 0.11
H 4.71271 1.28432 -1.66994 0.07
```



This record from OMol25 describes a structure of composition C34H28IrN3O7S5 at a distorted geometry. The level of theory is the ωB97M-V functional and the def2-TZVPD basis.

As for the relative energy (zero: lowest compared OMol25 entry of this formula, charge and spin): 314.18 kJ/mol. The charge is +1. Its spin multiplicity is 2. For the highest occupied orbital energy (alpha / beta), the calculation gives -10.35 / -10.35 eV.

The geometry in XYZ format:
```
78
Properties=species:S:1:pos:R:3:lowdin_spin:R:1
Ir -0.27608 -0.05095 1.01397 0.75
S -4.23678 -4.18805 -2.63933 0.00
S 1.68302 1.25195 -1.47743 0.01
S 3.36752 -1.86315 0.03327 0.02
S 4.70372 0.85335 0.30127 0.00
S 3.12652 0.95995 4.61867 0.00
O 1.10382 -0.03155 -0.95283 0.08
O -2.52478 -0.84805 4.66667 -0.01
O -2.00698 4.30045 5.18647 0.00
O -0.45568 1.97655 -0.04593 0.17
O -1.45808 -1.10445 2.73077 0.00
O -0.72578 4.16665 0.17277 0.02
O 1.34672 0.47035 2.43267 -0.13
N -6.35698 -1.18405 -5.30803 0.00
N -1.40368 1.46815 2.30097 0.00
N -1.32558 -1.70345 -0.19773 -0.01
C -2.77358 -3.57285 -0.44193 0.00
C 3.74292 3.22795 0.43867 0.00
C 4.67302 -0.72975 3.42687 0.00
C 2.91662 2.43005 1.25027 0.00
C 5.26682 -0.46305 4.66957 0.00
C -5.02868 -2.97895 -3.71563 0.00
C 0.51892 1.92905 -2.72503 0.00
C 3.27852 1.11015 1.24467 0.00
C 2.81142 0.62385 -2.81723 0.01
C 1.40532 -2.19365 1.64637 0.03
C -4.44458 -2.52865 -4.88893 0.00
C -3.08958 -3.19245 -1.74753 0.00
C 4.74952 2.51375 -0.13763 0.00
C 0.82802 1.27225 -4.05283 0.00
C -1.48108 3.74125 2.96087 0.00
C -1.80018 1.09105 3.50287 0.00
C -1.85768 3.35905 4.25737 0.00
C -5.15928 -1.60975 -5.64913 0.00
C -1.95148 -0.43885 3.68057 0.00
C 2.41962 -1.30325 1.34857 0.05
C -2.46318 -2.05955 -2.26333 0.00
C 2.57272 0.02685 2.06087 -0.01
C -1.25498 2.75545 2.02387 0.00
C -1.91308 -2.79005 0.30027 0.00
C -6.29368 -2.53465 -3.36073 0.00
C 2.40922 -3.28535 -0.12463 0.01
C -0.77458 3.03095 0.58847 0.01
C 1.41462 -3.32635 0.79597 0.00
C -1.57928 -1.36785 -1.46103 0.00
C 4.54932 0.43445 5.41217 0.00
C -6.92298 -1.62925 -4.20743 0.00
C 2.35032 1.23525 -4.12773 0.00
C -2.05098 1.99595 4.51487 0.00
C 3.49532 -0.04795 3.25937 0.00
H 0.79122 -2.11055 2.52977 0.00
H 3.59712 4.28385 0.30337 0.00
H -1.72408 -3.00545 1.34157 0.00
H -3.48588 -2.89405 -5.21953 0.00
H -3.22958 -4.44695 -0.00643 0.00
H 3.83302 0.88065 -2.55113 0.00
H -1.04998 -0.50955 -1.84493 0.00
H -2.23108 3.91635 6.04607 0.00
H 4.78502 0.80795 6.38967 0.00
H -2.65478 -1.71415 -3.26583 0.00
H 2.65512 -4.00205 -0.88593 0.00
H 0.71042 -4.13265 0.88327 0.00
H 6.18192 -0.91245 5.00977 0.00
H 5.50832 2.85815 -0.81133 0.00
H 0.74412 2.99205 -2.75193 0.00
H 0.42832 0.25685 -4.07543 0.00
H -0.49028 1.80175 -2.34773 0.00
H 2.06732 2.79675 1.79647 0.00
H -6.77968 -2.89225 -2.46713 0.00
H 5.08632 -1.40365 2.69817 0.00
H -1.35418 4.78095 2.70537 0.00
H 0.39412 1.83685 -4.87763 0.00
H 2.70842 0.65455 -4.97863 0.00
H 2.73562 2.25055 -4.22483 0.00
H -2.38138 1.63965 5.48117 0.00
H -7.91538 -1.25935 -3.98873 0.00
H -4.75598 -1.21355 -6.56923 0.00
H 2.70192 -0.45885 -2.81613 0.00
```



no.,energy (eV)
1,-71031.2308
2,-188913.9111
3,-111520.0036